ORCA calculation (ωB97M-V with the def2-TZVPD basis set) on an isolated molecule of C23H40N2O3.

Its max |F| is 0.0017 hartree/bohr. As for the LUMO energy: 0.024 Ha. The SMILES is C=CCOC[C@@H](C(=O)N1CC2(CCCN(C(=O)[C@H](C)C(C)C)C2)C1)C(C)(C)C. The calculation puts the energy relative to the best compared isomer or geometry (same formula, charge and spin) at 186.6 kJ/mol.

Last column: Löwdin charge in e.
Atoms and positions in Å:
C: -1.577 -5.023 0.696  0.023
C: -1.041 -3.822 0.851  -0.170
C: -1.690 -2.567 0.353  -0.189
O: -0.957 -1.819 -0.623  -0.142
C: 0.309 -2.324 -1.032  -0.171
C: 0.846 -1.332 -2.051  -0.170
C: 1.112 -0.033 -1.306  -0.435
O: 1.928 0.034 -0.396  0.067
N: 0.418 1.061 -1.712  0.022
C: -0.982 1.133 -2.183  -0.040
C: -1.262 2.158 -1.060  -0.374
C: -1.990 3.450 -1.374  -0.136
C: -2.018 4.339 -0.128  -0.152
C: -2.600 3.594 1.070  -0.132
N: -1.889 2.341 1.289  -0.024
C: -1.166 2.160 2.438  -0.423
O: -1.166 3.004 3.320  0.062
C: -0.430 0.836 2.634  -0.270
C: -1.431 -0.120 3.295  -0.041
C: 0.844 1.043 3.464  -0.390
C: 1.811 1.979 2.742  -0.061
C: 1.537 -0.290 3.739  -0.068
C: -1.912 1.465 0.136  -0.089
C: 0.268 2.245 -0.856  -0.031
C: 2.099 -1.830 -2.822  -0.552
C: 2.717 -0.654 -3.582  -0.044
C: 1.658 -2.885 -3.840  -0.051
C: 3.150 -2.436 -1.887  -0.041
H: -1.114 -5.909 1.109  0.058
H: -2.507 -5.156 0.155  0.063
H: -0.111 -3.716 1.402  0.107
H: -2.659 -2.818 -0.088  0.122
H: -1.871 -1.897 1.199  0.097
H: 1.001 -2.377 -0.187  0.125
H: 0.204 -3.322 -1.466  0.127
H: 0.062 -1.162 -2.794  0.142
H: -1.050 1.546 -3.192  0.126
H: -1.535 0.196 -2.118  0.116
H: -1.506 3.966 -2.208  0.120
H: -3.015 3.221 -1.686  0.124
H: -1.000 4.656 0.120  0.120
H: -2.600 5.243 -0.315  0.114
H: -2.528 4.182 1.980  0.118
H: -3.657 3.365 0.887  0.129
H: -0.109 0.418 1.676  0.118
H: -2.363 -0.171 2.726  0.078
H: -1.029 -1.129 3.374  0.068
H: -1.675 0.235 4.298  0.097
H: 0.549 1.502 4.411  0.138
H: 2.142 1.530 1.801  0.067
H: 1.350 2.946 2.534  0.076
H: 2.696 2.161 3.354  0.081
H: 1.757 -0.805 2.798  0.083
H: 2.485 -0.123 4.252  0.079
H: 0.939 -0.953 4.365  0.068
H: -2.956 1.231 -0.114  0.145
H: -1.414 0.521 0.337  0.107
H: 0.649 2.106 0.154  0.103
H: 0.728 3.131 -1.299  0.134
H: 3.122 0.093 -2.898  0.088
H: 3.532 -1.007 -4.217  0.087
H: 1.977 -0.167 -4.222  0.089
H: 1.193 -3.748 -3.362  0.077
H: 0.946 -2.466 -4.555  0.087
H: 2.523 -3.247 -4.401  0.087
H: 2.781 -3.345 -1.406  0.085
H: 4.036 -2.709 -2.465  0.087
H: 3.441 -1.728 -1.113  0.082

Force components x, y, z for each atom (eV/Å):
0.00 0.00 0.00
0.02 0.02 0.03
-0.04 -0.04 -0.06
0.04 0.04 0.07
-0.02 -0.02 -0.03
-0.01 0.01 0.00
0.00 0.00 0.02
0.00 0.00 0.00
0.00 0.00 -0.01
-0.01 0.00 -0.01
0.00 0.00 0.01
-0.01 0.00 0.00
0.00 0.00 0.01
0.00 0.00 0.00
0.01 0.00 0.00
0.00 0.00 0.00
0.00 0.00 0.00
0.00 0.00 0.00
0.00 0.00 0.00
0.00 0.00 0.00
0.00 0.00 0.00
0.00 0.00 0.00
0.00 0.00 0.00
0.00 0.01 0.00
0.00 -0.01 0.00
0.00 0.00 0.00
0.00 0.00 0.00
0.00 0.00 0.00
0.00 0.00 0.00
0.00 0.00 0.00
0.00 0.00 0.00
0.00 0.00 0.00
0.00 0.00 0.00
0.00 0.00 0.00
0.00 0.00 0.00
0.01 0.00 -0.01
0.00 0.01 0.00
0.00 0.00 0.00
0.00 0.00 0.00
0.00 0.00 0.00
0.00 0.00 0.00
0.00 0.00 0.00
0.00 0.00 0.00
0.00 0.00 0.00
0.00 0.00 0.00
0.00 0.00 0.00
0.00 0.00 0.00
0.00 0.00 0.00
0.00 0.00 0.00
0.00 0.00 0.00
0.00 0.00 0.00
0.00 0.00 0.00
0.00 0.00 0.00
0.00 0.00 0.00
0.00 0.00 0.00
0.00 0.00 0.00
0.00 0.00 0.00
0.00 0.00 0.00
0.00 0.00 0.00
0.00 0.00 0.00
0.00 0.00 0.00
0.00 0.00 0.00
0.00 0.00 0.00
0.00 0.00 0.00
0.00 0.00 0.00
0.00 0.00 0.00
0.00 0.00 0.00
0.00 0.00 0.00